No. 1
Here is a structure of composition C26H33FeGeN4S2Se in a non-equilibrium geometry from the OMol25 dataset. Energies are from the ωB97M-V functional and the def2-TZVPD basis.

Computed properties:
- DFT total energy: -211379.5720 eV
- Spin multiplicity: 5
- Energy above the lowest of the compared OMol25 structures with the same formula, charge and spin: 48.6 kJ/mol
- Lowest unoccupied orbital energy (spin up / spin down): 2.6 / 1.7 eV
- Molecular weight: 673.13 g/mol
- Total charge: -1

Atoms and positions in Å:
Fe -0.062 -0.110 -0.066
C -1.365 -5.594 0.225
C -0.229 -4.985 -0.293
C 0.094 -3.680 0.034
C -0.715 -2.918 0.898
C -1.859 -3.558 1.425
C -2.171 -4.863 1.088
N -0.441 -1.588 1.146
C -0.919 -1.023 2.327
C -0.871 -1.615 3.587
C -1.401 -0.960 4.694
C -1.993 0.292 4.561
C -2.017 0.924 3.329
C -1.452 0.288 2.219
N -1.304 0.793 0.964
N -1.772 1.997 0.615
C -1.256 2.349 -0.555
C -1.636 3.563 -1.192
C -1.066 3.904 -2.380
C -0.103 3.052 -2.963
C 0.210 1.883 -2.319
N -0.340 1.505 -1.154
H -1.619 -6.614 -0.038
H 0.417 -5.540 -0.965
H 0.988 -3.224 -0.364
H -2.514 -2.997 2.078
H -3.066 -5.315 1.502
H -0.402 -2.585 3.698
H -1.342 -1.432 5.668
H -2.416 0.786 5.428
H -2.440 1.913 3.203
H -2.379 4.175 -0.700
H -1.349 4.816 -2.892
H 0.378 3.304 -3.897
H 0.925 1.188 -2.742
C 4.481 0.864 1.125
C 3.178 0.388 0.533
S 1.750 0.854 1.338
C 3.152 -0.375 -0.622
C 4.403 -0.762 -1.368
S 1.681 -0.944 -1.284
H 4.321 1.165 2.157
H 4.860 1.723 0.565
H 5.246 0.085 1.097
H 5.206 -1.045 -0.684
H 4.763 0.071 -1.978
H 4.188 -1.602 -2.024
C 0.379 -2.210 -4.892
Ge -1.565 -2.487 -4.798
C -2.498 -0.883 -5.468
C -2.114 -4.093 -5.836
C -2.134 -2.733 -2.925
Se -1.557 -1.118 -1.878
C -3.286 -0.843 -1.026
H 0.641 -1.605 -5.760
H 0.924 -3.153 -4.944
H 0.698 -1.681 -3.995
H -2.112 -0.565 -6.437
H -2.331 -0.083 -4.746
H -3.572 -1.054 -5.556
H -1.902 -3.976 -6.900
H -3.183 -4.271 -5.717
H -1.582 -4.975 -5.476
H -1.694 -3.607 -2.445
H -3.218 -2.796 -2.844
H -4.068 -0.865 -1.781
H -3.254 0.138 -0.556
H -3.449 -1.610 -0.271

Mulliken atomic charge list, values in e, 8 entries:
1. Fe -1.0675
2. C -0.5004
3. C -0.6830
4. C -0.3285
5. C -0.0054
6. C 0.0521
7. C -0.7677
8. N 0.4607

***

No. 2
Here is a structure of composition C26H33GeOSi in a non-equilibrium geometry from the OMol25 dataset. Energies are from the ωB97M-V functional and the def2-TZVPD basis.

Computed properties:
- DFT total energy: -93931.9775 eV
- Lowest unoccupied orbital energy: -5.2 eV
- Molecular weight: 462.24 g/mol
- Total charge: +1

Atoms and positions in Å:
C -2.113 1.651 2.659
Si -1.185 0.010 2.767
C -2.296 -1.473 2.634
H -0.906 0.268 -0.007
C 0.282 -0.090 3.908
Ge 1.938 0.098 2.825
C 3.472 -0.095 4.023
C 2.159 -1.353 1.531
C 2.147 1.906 2.102
H -2.337 1.981 3.690
H -1.531 2.435 2.138
H -3.066 1.489 2.116
H -2.606 -1.751 3.650
H -3.191 -1.226 2.040
H -1.791 -2.328 2.162
H 0.224 0.708 4.666
H 0.293 -1.066 4.421
H 4.405 -0.135 3.438
H 3.527 0.760 4.707
H 3.384 -1.022 4.602
H 3.090 -1.210 0.962
H 2.219 -2.312 2.067
H 1.322 -1.400 0.822
H 2.804 1.903 1.217
H 1.174 2.347 1.833
H 2.612 2.534 2.880
C 5.135 -1.728 -2.605
O 4.605 -0.538 -1.966
C 3.250 -0.370 -1.965
C 2.775 0.808 -1.342
C 1.441 0.911 -1.038
C 0.515 -0.054 -1.447
C -0.928 0.149 -1.064
C -1.969 -0.923 -1.358
C -3.170 -0.299 -1.735
C -4.285 -1.046 -2.123
C -4.173 -2.441 -2.104
C -2.995 -3.070 -1.668
C -1.891 -2.304 -1.254
C -2.946 1.145 -1.830
C -1.594 1.430 -1.544
C -1.084 2.711 -1.686
C -1.929 3.714 -2.179
C -3.272 3.422 -2.478
C -3.792 2.137 -2.294
C 0.975 -1.186 -2.127
C 2.331 -1.366 -2.379
H 6.222 -1.586 -2.580
H 4.857 -2.629 -2.027
H 4.769 -1.816 -3.640
H 3.498 1.568 -1.046
H 1.107 1.771 -0.452
H -5.189 -0.540 -2.466
H -5.017 -3.050 -2.429
H -2.935 -4.159 -1.658
H -0.987 -2.781 -0.879
H -0.044 2.942 -1.455
H -1.526 4.714 -2.333
H -3.908 4.210 -2.871
H -4.823 1.871 -2.533
H 0.265 -1.948 -2.450
H 2.683 -2.296 -2.846

Mulliken atomic charge list, values in e, 8 entries:
1. C -0.9699
2. Si 0.4237
3. C -1.0117
4. H -1.2803
5. C -0.7741
6. Ge 0.2715
7. C -1.2288
8. C -0.5578

***

No. 3
Here is a structure of composition C26H33MgNOSb2 in a non-equilibrium geometry from the OMol25 dataset. Energies are from the ωB97M-V functional and the def2-TZVPD basis.

Computed properties:
- DFT total energy: -49553.2022 eV
- Energy above the lowest of the compared OMol25 structures with the same formula, charge and spin: 80.5 kJ/mol
- Lowest unoccupied orbital energy: 0.3 eV
- Molecular weight: 643.38 g/mol

Atoms and positions in Å:
Mg 0.527 0.864 1.140
N 0.671 1.577 3.327
C 2.006 1.251 3.695
C 2.223 0.375 4.754
C 3.506 0.034 5.143
C 4.588 0.585 4.476
C 4.373 1.443 3.409
C 3.090 1.784 2.979
C 2.934 2.632 1.763
C 3.789 3.727 1.602
C 3.807 4.436 0.413
C 2.968 4.051 -0.622
C 2.089 2.992 -0.440
C 2.033 2.253 0.747
H -0.005 1.324 4.033
H 0.564 2.552 3.065
H 1.365 -0.037 5.276
H 3.656 -0.649 5.969
H 5.598 0.344 4.781
H 5.221 1.849 2.873
H 4.442 4.026 2.414
H 4.482 5.273 0.289
H 2.999 4.580 -1.568
H 1.432 2.723 -1.264
C -2.226 1.665 -4.482
Sb -1.313 0.850 -2.687
C -3.214 0.137 -1.982
C -0.591 -1.019 -3.631
C -1.485 -2.187 -3.410
C -2.541 -2.366 -4.310
C -3.473 -3.377 -4.160
C -3.358 -4.255 -3.095
C -2.298 -4.119 -2.218
C -1.349 -3.102 -2.345
C -0.224 -3.076 -1.359
Sb -0.528 -1.740 0.355
C 1.249 -2.446 1.378
C -1.841 -3.121 1.356
H -1.482 1.825 -5.262
H -2.672 2.627 -4.231
H -3.005 0.999 -4.852
H -3.671 -0.517 -2.722
H -3.851 1.003 -1.807
H -3.100 -0.398 -1.041
H 0.422 -1.173 -3.263
H -0.545 -0.777 -4.693
H -2.621 -1.681 -5.147
H -4.281 -3.482 -4.872
H -4.083 -5.046 -2.953
H -2.189 -4.821 -1.398
H 0.720 -2.797 -1.829
H -0.108 -4.057 -0.900
H 1.303 -3.533 1.400
H 1.240 -2.069 2.403
H 2.133 -2.050 0.875
H -1.328 -4.076 1.460
H -2.748 -3.252 0.769
H -2.107 -2.727 2.335
C -2.247 2.806 1.303
C -1.520 1.471 1.341
O -2.214 0.468 1.592
H -3.309 2.706 1.548
H -2.135 3.210 0.292
H -1.766 3.512 1.985

Mulliken atomic charge list, values in e, 8 entries:
1. Mg 0.7456
2. N -0.5658
3. C 0.4739
4. C -0.6957
5. C -0.6756
6. C -0.7261
7. C -0.8329
8. C 0.7719

***

No. 4
Here is an isolated molecule of C26H33N3O6 from the OMol25 dataset. Energies are from the ωB97M-V functional and the def2-TZVPD basis.

Computed properties:
- DFT total energy: -44253.3459 eV
- SMILES: CCN(CC)CCN1C(=O)C(=O)/C(=C(/O)c2c(C)[nH]c(C(=O)OC)c2C)[C@H]1c1ccc(OC)cc1
- Energy above the lowest of the compared OMol25 structures with the same formula, charge and spin: 61.7 kJ/mol
- Lowest unoccupied orbital energy: -0.1 eV
- Molecular weight: 483.56 g/mol

Atoms and positions in Å:
C 5.752 3.353 0.124
H 5.329 4.354 0.140
H 5.192 2.737 -0.575
H 6.777 3.417 -0.234
C 5.752 2.760 1.527
N 4.481 2.910 2.226
C 3.323 2.461 1.487
H 3.299 2.999 0.538
C 3.260 0.947 1.182
N 2.161 0.641 0.308
C 2.307 0.441 -1.020
O 3.358 0.477 -1.626
C 0.919 0.149 -1.580
O 0.669 -0.060 -2.751
C 0.016 0.218 -0.451
C -1.341 0.150 -0.454
C -2.148 -0.250 -1.591
C -1.939 -1.344 -2.431
N -2.933 -1.357 -3.334
C -3.788 -0.302 -3.127
C -3.333 0.403 -2.024
C -3.953 1.632 -1.454
H -4.490 2.160 -2.237
H -3.197 2.289 -1.027
H -4.682 1.380 -0.681
C -4.926 -0.044 -3.986
O -5.728 0.850 -3.852
O -4.996 -0.952 -4.991
C -6.067 -0.773 -5.902
H -6.035 -1.622 -6.581
H -5.945 0.161 -6.453
H -7.019 -0.742 -5.368
H -3.036 -2.014 -4.090
C -0.909 -2.405 -2.388
H -0.056 -2.102 -2.998
H -0.554 -2.549 -1.371
H -1.306 -3.341 -2.775
O -1.993 0.491 0.682
H -2.947 0.422 0.542
C 0.803 0.543 0.796
C 0.666 -0.547 1.833
C 1.084 -1.841 1.534
C 0.965 -2.849 2.463
C 0.419 -2.589 3.723
C 0.002 -1.299 4.026
C 0.130 -0.292 3.083
H -0.202 0.706 3.329
H -0.421 -1.062 4.990
O 0.343 -3.655 4.566
C -0.200 -3.462 5.849
H -0.165 -4.436 6.333
H -1.239 -3.121 5.799
H 0.389 -2.747 6.433
H 1.287 -3.854 2.243
H 1.511 -2.050 0.563
H 0.477 1.498 1.230
H 4.169 0.638 0.662
H 3.151 0.369 2.105
H 2.435 2.752 2.051
C 4.583 2.382 3.578
C 3.346 2.652 4.427
H 3.042 3.690 4.319
H 2.517 2.006 4.148
H 3.580 2.465 5.472
H 5.436 2.888 4.041
H 4.803 1.300 3.583
H 6.494 3.291 2.132
H 6.068 1.703 1.476

Mulliken atomic charge list, values in e, 8 entries:
1. C -1.3417
2. H 0.3282
3. H 0.2638
4. H 0.4236
5. C -0.3436
6. N 0.1602
7. C -1.4632
8. H 0.3583